Entry 1:
Entry from OMol25: C23H44NP3ScSe as an isolated structure at a distorted geometry (the ωB97M-V functional and the def2-TZVPD basis).

Spin multiplicity: 1
Total charge: +3
HOMO energy, eV: -16.3
Frontier orbital gap, eV: 5.520
Maximum force, eV Å⁻¹: 2.311
DFT total energy, Eh: -5142.7560

Each line ends with the Mulliken charge.
Geometry (Å):
C  -0.942184  -2.843852  3.317933  -0.7806
H  2.068094  4.340221  -1.572329  0.5210
H  -0.845934  1.384498  -0.827363  -0.4279
Se  -1.937825  1.256485  0.723775  -0.0047
H  -4.691932  -1.829350  -4.426428  0.3462
C  -1.010934  -1.869417  2.325764  -0.5259
C  -3.655940  -0.078398  -1.041446  -0.5842
C  -0.187722  -4.005626  3.152998  0.9060
H  3.124428  2.164587  3.228193  0.5546
H  -2.106149  -1.780130  -3.806279  0.0628
H  0.076771  4.737478  -0.134601  0.5398
H  3.639670  1.886065  1.540892  0.2817
H  1.837845  -0.713981  -3.304692  0.4344
C  2.652215  -0.182752  -2.798438  -1.2556
H  -1.267417  2.805466  -2.276615  0.4659
H  -4.820876  -0.970668  -2.621698  0.4992
H  4.300242  -2.409138  -1.476730  0.5038
H  3.345858  -2.769646  -0.020617  0.3372
H  2.891108  3.421380  -0.269737  0.3743
C  0.380818  1.208264  3.321041  -1.2231
C  2.301581  3.333119  -1.192365  -1.2928
C  0.535381  -4.087310  1.951918  -0.8691
H  2.626403  -2.981940  -1.666051  0.4466
H  -2.928863  -0.913142  -0.928345  0.2977
H  0.677522  3.762579  1.281335  0.2614
C  -5.511911  2.001596  -1.083877  -0.5486
P  1.545598  0.681868  1.993318  1.4089
H  -4.330483  -1.072647  -6.023228  0.2504
H  0.206262  2.754309  -3.278324  0.3745
C  -3.914379  -1.383619  -5.036389  -0.6881
H  -1.279237  -5.551728  4.287577  0.3626
H  1.189071  -4.944900  1.749148  0.4181
C  0.064819  3.755983  0.367534  -0.9578
H  5.017228  -0.207046  -1.005006  0.5708
H  2.736871  -0.306950  3.938275  0.5085
H  -0.395828  1.845233  2.880288  0.2357
H  4.149122  1.283757  -0.597082  0.2649
H  0.379724  -5.962028  3.860017  0.3942
H  -6.305208  2.739391  -1.094773  0.4041
H  -6.459035  1.009236  -2.707201  0.4205
C  3.287942  -2.364863  -1.042341  -1.3268
C  -5.619470  0.955689  -2.009562  -0.6035
C  2.446534  -0.632742  2.920677  -0.9243
C  -0.266440  -5.133293  4.159302  -1.4131
C  4.173110  0.198353  -0.429389  -1.3423
H  -1.511182  -2.733247  4.236782  0.4981
H  1.825526  -1.530675  2.972705  0.1190
P  2.627776  -0.637845  -1.020297  1.0845
C  -2.580979  -1.281475  -4.733224  -0.1127
H  4.381639  -0.020493  0.627607  0.4336
C  -0.239311  3.158282  -2.356097  -1.2604
H  2.541679  0.900805  -2.925601  0.2959
H  0.898812  1.726636  4.149218  0.4945
C  -3.490031  1.081455  -0.223313  0.8765
C  0.418899  -3.098228  0.957089  -0.6138
N  -0.371798  -1.985577  1.118338  0.2076
H  -4.418783  2.930626  0.554112  0.4202
C  -4.700324  -0.110212  -1.951738  -0.5054
H  -0.162435  0.347303  3.718903  0.3450
C  -4.469518  2.103178  -0.173298  -0.6291
H  -0.211419  4.258233  -2.319606  0.4885
C  2.776132  2.053215  2.186459  -1.4542
H  -1.597832  -0.957577  2.427252  0.6862
Sc  0.125482  -0.332135  -0.180040  -0.3228
P  0.654990  2.548240  -0.888474  1.2799
H  3.608121  -0.529326  -3.199332  0.4532
H  -0.965889  3.509964  0.661812  0.2157
H  2.893983  2.782394  -1.930212  0.3770
H  0.014335  -4.841127  5.184155  0.3676
H  -1.842534  -0.787390  -5.385925  0.2341
H  2.365694  3.005024  1.847786  0.3741
H  0.924953  -3.147796  -0.036673  0.6841
H  3.327564  -0.942644  2.352531  0.2856

Forces on atoms 1 to 6 (eV/Å):
C -0.3 0.7 -0.2
H 0.2 -0.3 0.1
H -1.1 0.1 2.0
Se 1.4 -0.4 -1.0
H 0.5 -0.3 0.2
C 0.1 -0.3 -0.3

Entry 2:
Entry from OMol25: a 5-piece molecular cluster, C23H45BrCl2IN5O5PSi overall at a distorted geometry (the ωB97M-V functional and the def2-TZVPD basis).

Spin multiplicity: 1
Total charge: +1
HOMO energy, eV: -10.4
Frontier orbital gap, eV: 5.602
Maximum force, eV Å⁻¹: 5.722
DFT total energy, Eh: -5975.9553

Each line ends with the Mulliken charge.
Geometry (Å):
Cl  1.455802  -4.056556  3.700138  -0.1208
H  3.013502  3.039904  -1.899287  0.2458
O  -0.891286  -3.341217  -1.979791  -0.6624
C  -0.166356  -3.647309  3.010335  -0.2592
H  1.952890  1.615640  -1.955719  0.2309
H  -3.413026  -0.918914  0.045850  0.0682
C  2.613425  2.207369  -1.315792  -0.8717
N  1.971057  6.355018  -2.499364  0.1276
H  -2.595222  0.518496  1.527705  0.3531
O  -3.365470  0.562425  2.155337  -0.4548
C  0.907117  -1.316478  -2.603461  -1.0979
H  0.952168  -1.339470  -1.511319  0.3037
H  3.018926  6.942627  3.166404  0.3330
H  2.680283  7.814558  -3.801377  0.3616
I  -4.697072  -0.828197  5.058238  0.0487
H  -2.873786  -7.315593  1.962656  0.2815
H  -1.412527  -7.136868  -0.728522  0.3292
H  0.198768  -4.573531  -3.167686  0.2871
H  2.022009  -2.392219  -4.893769  0.3218
H  3.600480  5.635788  -1.462157  0.3856
O  4.414245  0.929816  -3.007704  -0.5979
H  -4.534889  -2.070475  -0.917943  0.4139
C  -2.347906  -4.210769  1.394814  0.2482
C  -4.413362  -2.387214  1.394162  -0.6456
N  3.710394  1.373064  -0.869610  0.2760
H  2.052208  2.592636  -0.463852  0.3413
O  1.886388  5.429021  -0.400895  -0.6352
N  -2.209774  -2.001350  2.834214  0.3921
H  -4.075061  -7.822494  0.587622  0.2988
H  1.727557  -0.711553  -2.992367  0.4529
H  -4.910937  -5.796464  -1.508730  0.3425
H  5.311391  4.534507  3.230300  0.3336
C  -2.939403  -2.842803  1.896158  0.2417
C  -5.687768  -0.508904  0.159743  -0.6799
H  -4.585836  -6.629372  1.946786  0.2890
C  -4.397013  -1.501053  0.056598  -0.1136
H  2.013478  -4.070738  -4.303662  0.3235
C  -0.937952  -4.599166  2.004566  0.3038
H  -2.417825  -6.364052  -2.140642  0.3413
H  3.002769  0.714638  0.974016  0.2381
H  4.069849  2.146652  1.029712  0.4473
C  3.512861  6.262372  3.864771  -0.9460
H  -4.915272  -1.724832  2.203887  0.1461
H  -0.047942  -0.879620  -2.906301  0.2934
C  -0.888036  -2.339137  3.378824  -0.1629
C  0.045252  -3.574545  -2.728759  0.0897
C  3.902154  1.175415  0.555021  -0.9465
H  5.325829  0.188385  -1.355725  0.2976
H  3.831650  6.498688  -3.471121  0.2999
H  -1.035102  -5.423865  -1.282541  -0.0798
C  2.509773  5.774441  -1.390767  0.0605
N  0.989530  -2.672756  -3.109188  0.2087
N  3.293179  4.897810  3.429671  0.1817
C  -3.716420  -6.972180  1.259242  -1.0080
O  4.204446  2.906253  2.745372  -0.6489
H  -4.335321  -4.064069  -1.551167  0.2018
P  -2.806748  -0.415426  3.480647  0.0554
Br  -6.080426  0.252131  -1.641214  -0.1701
H  4.578159  6.496059  3.898335  0.2958
H  1.746879  4.090915  2.293722  0.1635
C  2.075803  -3.023429  -4.003584  -0.8923
H  -5.072800  -3.322529  1.353797  0.3570
Si  -3.132115  -5.452989  0.191839  0.0740
H  3.086492  6.391306  4.862857  0.3485
H  2.427764  6.201757  -4.523235  0.3447
H  -5.599444  -4.676058  -0.237521  0.3247
C  -1.905416  -6.172456  -1.137395  -0.5546
H  0.259612  7.063944  -3.484401  0.3858
C  1.933809  4.405627  3.323613  -0.8424
H  -5.506923  0.375782  0.862708  0.3237
Cl  -0.072140  -6.161258  1.645974  -0.0657
C  4.322519  4.062995  3.117003  0.0729
H  0.014461  5.646574  -2.427609  0.2788
H  3.026767  -2.853224  -3.493051  0.3274
H  1.222380  5.182833  3.604588  0.3638
H  0.265726  7.251140  -1.709357  0.2909
H  1.813848  3.541059  3.981996  0.3212
C  4.525403  0.801627  -1.800080  0.0569
C  2.780470  6.738444  -3.638926  -0.9303
C  -4.644693  -4.900368  -0.819675  -0.8638
H  4.759656  0.528871  0.750048  0.3124
C  0.541907  6.597158  -2.540152  -0.9520
H  -6.592965  -1.078726  0.603709  0.4068
H  -0.346802  -1.653518  4.132440  0.3566

Forces on atoms 1 to 6 (eV/Å):
Cl -2.6 0.7 -1.0
H -0.2 0.0 0.0
O 0.1 0.3 0.1
C -3.7 1.4 -1.3
H -0.1 0.2 -0.1
H -1.5 -0.7 -0.3

Entry 3:
Entry from OMol25: a 7-piece molecular cluster, C23H46Cl12NO4 overall at a distorted geometry (the ωB97M-V functional and the def2-TZVPD basis).

Spin multiplicity: 1
Total charge: +1
HOMO energy, eV: -11.1
Frontier orbital gap, eV: 7.854
Maximum force, eV Å⁻¹: 4.356
DFT total energy, Eh: -6781.5744

Each line ends with the Mulliken charge.
Geometry (Å):
H  10.892608  -1.471130  -8.798918  0.3296
C  10.678291  7.274315  2.410131  -0.4668
O  -0.179336  -1.702024  0.967990  -0.5574
C  -3.851640  0.469349  1.487373  -0.7433
H  -8.206773  0.678770  1.399895  0.4337
Cl  9.870590  1.351183  -5.725467  -0.1989
C  8.321162  0.938236  -4.950257  -0.2613
H  -8.920800  -2.695280  2.410860  0.4319
H  10.946544  8.252294  2.006842  0.3205
N  -7.264179  -3.844935  1.854119  -0.0350
H  8.023509  1.805931  -4.357378  0.1156
C  -12.506393  -1.538639  0.144658  -0.5385
C  -5.834262  -1.297549  1.154914  -0.7820
H  4.697848  4.719556  -0.573402  0.3775
Cl  6.896820  3.138371  -1.618103  -0.1748
C  -7.830211  -3.662913  0.444352  -0.5610
H  -12.036721  -0.726333  -0.411686  0.2895
H  9.245633  -0.172614  -3.334261  0.3163
Cl  2.033933  -0.144657  4.478792  -0.1912
C  -0.781917  -3.432246  2.564892  -0.9188
H  -7.041458  -4.079811  -0.278644  0.3026
H  8.547927  7.415237  2.029886  0.3175
H  -13.445111  -2.534639  -1.508110  0.3370
C  11.750152  -2.541038  -7.119645  -0.0958
H  7.503697  -0.420565  -3.503740  0.3134
C  3.055308  0.195003  1.958920  -0.4171
C  -7.783942  -2.638824  2.580611  -1.1111
H  2.832730  0.357679  0.902567  0.2808
C  -2.744747  -0.578471  0.988822  -0.3919
H  0.351105  -3.576135  2.681566  0.2851
C  -8.158417  -2.069640  0.247802  0.1107
O  -8.545574  0.649177  4.185526  -0.4873
Cl  13.185794  -0.911798  -8.790869  -0.1985
H  -3.139271  -1.317618  0.207116  0.3015
H  -5.218112  -1.863946  1.948775  0.2754
H  7.577931  0.792192  -5.735326  0.3274
H  -7.664069  -4.636307  2.384463  0.3905
H  9.503768  6.801578  0.676165  0.2765
H  -13.465619  -1.180851  0.523197  0.4124
H  11.507265  6.589746  2.224751  0.3250
H  -6.240191  -3.949611  1.918797  0.3536
H  -1.186425  -4.263762  1.889992  0.2721
H  -5.235006  0.295391  -0.276406  0.3154
H  -5.675736  -1.897129  0.181533  0.3078
Cl  10.507629  7.471506  4.171954  -0.1831
H  1.385096  1.327403  2.751440  0.3444
H  -9.258216  -0.565121  2.397023  0.3613
H  -9.301131  -2.075431  0.377235  -0.6518
H  5.949728  2.785677  0.497139  0.0171
C  -7.374228  -1.453117  1.538892  1.5019
O  -7.545660  0.189513  3.356060  -0.1136
H  5.233051  5.044674  1.080003  0.2812
C  9.398187  6.786451  1.762735  -0.3974
H  -3.551098  1.514705  1.110504  0.3929
H  10.819637  -2.681891  -6.567093  -0.0493
C  -1.052333  -2.032463  1.808835  0.6499
H  -7.858431  -1.663284  -0.780688  0.3304
C  -5.322961  0.183239  0.863324  -0.6467
H  7.393003  3.800250  0.592274  -0.0173
H  3.509279  -0.791433  2.062170  0.3423
O  -2.176733  -1.250807  2.144284  -0.3223
C  6.468747  3.631223  0.040323  0.1750
C  -12.719841  -2.760559  -0.724823  -0.4190
Cl  12.029957  -4.035477  -8.048662  -0.2010
C  11.636329  -1.324081  -8.014467  -0.0393
H  1.025430  -0.361996  2.374752  -0.3528
H  -1.915955  0.041582  0.484760  0.3741
C  1.784353  0.312155  2.774680  0.1908
Cl  4.269022  1.413821  2.423847  -0.2132
H  11.339034  -0.457032  -7.421940  -0.0646
C  8.434489  -0.279443  -4.055794  -0.4433
H  -7.521231  -2.496470  3.676821  0.3265
H  -8.788614  -4.294982  0.520251  0.4098
Cl  -11.491242  -1.896233  1.565921  -0.1746
H  12.561744  -2.433967  -6.398486  0.3399
H  -5.990629  1.023421  1.228718  0.3148
H  -8.372051  0.247535  5.063945  0.3218
Cl  6.428003  6.322154  -0.479564  -0.1869
C  -8.213741  -0.224453  2.113748  -1.0765
H  -1.253057  -3.463925  3.597311  0.3044
Cl  8.714356  -1.773940  -4.984753  -0.1913
Cl  -11.220453  -3.273606  -1.540308  -0.1703
Cl  9.010491  5.108653  2.219357  -0.2076
H  -3.915852  0.560830  2.628983  0.2923
H  -13.095872  -3.604635  -0.145057  0.3059
C  5.575058  4.854012  0.061250  -0.4434

Forces on atoms 1 to 6 (eV/Å):
H 0.2 -0.1 0.1
C 0.0 0.0 -0.2
O -3.6 -0.5 2.4
C -0.6 0.3 -0.5
H -0.3 -1.4 1.0
Cl 0.0 0.0 0.0